Model 1:
Entry from the Open Molecules 2025 dataset: one molecule with the formula C7H8 (ωB97M-V with the def2-TZVPD basis set).

HOMO energy: -9.0 eV
Gap between HOMO and LUMO: 10.1 eV
LUMO energy: 1.10 eV
SMILES string: Cc1ccccc1

Last column: Mulliken charge in e.
Cartesian coordinates (Å):
C (-0.2185, 2.2807, -0.7386)  -1.36
C (-0.0997, 0.8673, -0.2768)  0.80
C (0.1845, 0.5796, 1.0602)  -0.39
C (0.2805, -0.7309, 1.4896)  -0.49
C (0.1844, -1.7690, 0.5796)  -0.37
C (-0.0641, -1.4959, -0.7556)  -0.46
C (-0.2441, -0.1832, -1.1678)  -0.35
H (-1.2618, 2.5964, -0.7856)  0.28
H (0.2060, 2.5090, -1.7200)  0.33
H (0.2366, 2.9636, -0.0175)  0.35
H (0.3810, 1.4620, 1.6591)  0.29
H (0.4047, -0.9515, 2.5445)  0.34
H (0.3361, -2.7787, 0.9357)  0.35
H (-0.2403, -2.3276, -1.4231)  0.35
H (-0.4470, -0.0077, -2.2198)  0.33

Model 2:
Entry from the Open Molecules 2025 dataset: one molecule with the formula C7H8 (ωB97M-V with the def2-TZVPD basis set).

HOMO energy (spin up / spin down): -7.7 / -7.6 eV
Gap between HOMO and LUMO (spin up / spin down): 7.4 / 7.4 eV
LUMO energy (spin up / spin down): -0.27 / -0.27 eV

Last column: Mulliken charge in e.
Cartesian coordinates (Å):
C (-1.0628, 0.2825, 1.1229)  -1.35
C (-0.0591, 0.3273, -0.0006)  0.91
C (-0.4415, -0.1496, -1.3905)  -0.63
C (0.1645, -1.3063, -0.7331)  -0.25
C (-0.0678, -2.6140, -0.4892)  -0.35
C (0.9803, 1.3217, 0.1115)  -0.95
C (1.8513, 2.1486, 0.2225)  0.12
H (-1.5182, 1.2704, 1.2483)  0.38
H (-1.8421, -0.4489, 0.9034)  0.39
H (-0.5886, 0.0129, 2.0705)  0.30
H (1.0322, -0.8632, -0.0885)  0.26
H (-1.5128, -0.2313, -1.5673)  0.25
H (0.0940, 0.3363, -2.2053)  0.30
H (0.3352, -2.9529, 0.4754)  0.17
H (2.6353, 2.8664, 0.3200)  0.45

Model 3:
Entry from the Open Molecules 2025 dataset: one molecule with the formula C7H8 (ωB97M-V with the def2-TZVPD basis set).

HOMO energy: -8.7 eV
Gap between HOMO and LUMO: 9.5 eV
LUMO energy: 0.76 eV

Last column: Mulliken charge in e.
Cartesian coordinates (Å):
C (-1.3353, 0.3087, -0.9280)  0.56
C (-1.6772, 1.3314, -1.6071)  -0.97
C (-0.6143, -0.5860, -0.0410)  0.22
C (0.4048, 0.2726, 0.2099)  0.41
C (-0.1412, 1.4656, -0.7289)  -0.42
C (-1.0435, -2.0485, 0.1332)  -1.32
C (1.7026, 0.5614, 0.8572)  -0.99
H (0.5074, 1.6368, -1.5450)  0.29
H (-0.2794, 2.4216, -0.1779)  0.36
H (-1.1943, -2.4959, -0.7683)  0.37
H (-1.9424, -2.0734, 0.7973)  0.28
H (-0.2976, -2.6407, 0.7071)  0.33
H (1.8278, 1.7063, 0.8436)  0.32
H (2.4774, -0.1001, 0.3422)  0.24
H (1.6052, 0.2402, 1.9057)  0.31

Most stable: model 1. Least stable: model 2.

Model 1:
Entry from the Open Molecules 2025 dataset: a 2-piece molecular cluster, BrH4N2OP overall (ωB97M-V with the def2-TZVPD basis set).

HOMO energy: -10.0 eV
Gap between HOMO and LUMO: 10.1 eV
LUMO energy: 0.04 eV
SMILES string: [H]/N=P(\Br)=N/[H].O

Last column: Mulliken charge in e.
Cartesian coordinates (Å):
H (2.3192, -0.3658, 1.2426)  0.27
N (1.7031, -0.6172, 0.4892)  -0.58
P (1.2711, 0.4953, -0.4890)  0.80
Br (2.1216, 2.5054, -0.2640)  -0.17
N (0.3718, 0.5208, -1.7371)  -0.59
H (-0.1265, -0.3477, -1.8764)  0.28
O (-2.2480, -0.5178, 0.8084)  -0.63
H (-2.9642, -0.6984, 0.1982)  0.31
H (-2.4482, -0.9746, 1.6280)  0.31

Model 2:
Entry from the Open Molecules 2025 dataset: BrH4N2OP as an isolated structure (ωB97M-V with the def2-TZVPD basis set).

HOMO energy (spin up / spin down): -8.5 / -8.5 eV
Gap between HOMO and LUMO (spin up / spin down): 7.5 / 7.6 eV
LUMO energy (spin up / spin down): -0.92 / -0.94 eV

Last column: Mulliken charge in e.
Cartesian coordinates (Å):
N (0.6929, 1.1757, 1.5380)  -0.52
N (-1.1522, -0.4337, -0.4242)  -0.48
O (1.3055, -1.0227, -0.2293)  -0.55
P (0.3712, 0.2324, -0.4620)  0.72
Br (0.9958, 0.5985, -2.5514)  -0.20
H (-0.3290, 1.1590, 1.8803)  0.13
H (-1.8219, -0.2020, -1.0710)  0.24
H (-1.4964, -0.3561, 0.5405)  0.25
H (1.4341, -1.1511, 0.7791)  0.41

Most stable: model 1. Least stable: model 2.

Model 1:
Entry from the Open Molecules 2025 dataset: a 2-piece molecular cluster, C4H12N2O2 overall (ωB97M-V with the def2-TZVPD basis set).

HOMO energy (spin up / spin down): -14.2 / -14.2 eV
Net charge: +1
Gap between HOMO and LUMO (spin up / spin down): 10.9 / 6.1 eV
2S+1: 2
LUMO energy (spin up / spin down): -3.32 / -8.11 eV
⟨S²⟩: 0.754

Last column: Mulliken charge in e.
Cartesian coordinates (Å):
C (0.4263, 1.6183, 0.2633)  -0.92
N (-0.5873, 0.7202, 0.7603)  0.02
C (0.2891, -1.6110, 0.4754)  -1.23
C (-0.8390, -0.5827, 0.1991)  0.28
C (-1.2949, -0.6421, -1.2598)  0.30
N (-2.3020, 0.2153, -1.6061)  -0.38
O (-0.8945, -1.4640, -2.0406)  -0.53
H (-0.1302, 2.4539, -0.1941)  0.32
H (1.1303, 1.9689, 1.0036)  0.41
H (0.8939, 1.1583, -0.6048)  0.37
H (-0.5817, 0.6450, 1.7708)  0.34
H (1.1007, -1.3564, -0.1963)  0.37
H (-0.0682, -2.6031, 0.2315)  0.40
H (0.6246, -1.4414, 1.4848)  0.40
H (-1.7494, -0.8846, 0.7292)  0.32
H (-2.6049, 0.1644, -2.5641)  0.28
H (-2.4576, 1.1031, -1.1560)  0.20
H (2.8893, 0.7731, 0.4018)  0.30
H (3.4229, -0.1504, 1.4902)  0.30
O (2.7327, -0.0849, 0.8120)  -0.55

Model 2:
Entry from the Open Molecules 2025 dataset: a 2-piece molecular cluster, C4H12N2O2 overall (ωB97M-V with the def2-TZVPD basis set).

HOMO energy (spin up / spin down): -14.6 / -14.6 eV
Net charge: +1
Gap between HOMO and LUMO (spin up / spin down): 11.4 / 6.3 eV
2S+1: 2
LUMO energy (spin up / spin down): -3.24 / -8.27 eV
⟨S²⟩: 0.757

Last column: Mulliken charge in e.
Cartesian coordinates (Å):
C (-0.8934, 0.9060, 3.0036)  -1.57
C (-1.0845, 0.3634, 1.5913)  -0.08
N (0.0887, 0.6351, 0.7653)  0.10
C (-0.0528, 1.4724, -0.3636)  -0.86
C (0.5546, 0.5229, -1.3998)  0.54
N (-0.4681, -0.4342, -1.9124)  -0.32
O (1.7756, 0.3223, -1.5658)  -0.50
H (-0.8736, 1.9203, 3.0384)  0.44
H (-1.6194, 0.5341, 3.7542)  0.38
H (-0.0985, 0.4863, 3.4551)  0.52
H (-1.1439, -0.7295, 1.7610)  0.22
H (-1.9424, 0.8535, 1.1884)  0.35
H (0.9364, 0.6497, 1.2231)  0.34
H (-0.8925, 1.9730, -0.6086)  0.63
H (0.6227, 2.3311, -0.3152)  0.30
H (-1.3981, -0.1185, -1.8973)  0.22
H (-0.1178, -1.0495, -2.6271)  0.28
H (0.9153, -2.3828, -0.8075)  0.31
H (-0.0539, -2.9455, 0.1477)  0.27
O (0.3717, -3.1369, -0.5931)  -0.58

Model 3:
Entry from the Open Molecules 2025 dataset: a 2-piece molecular cluster, C4H12N2O2 overall (ωB97M-V with the def2-TZVPD basis set).

HOMO energy (spin up / spin down): -15.6 / -15.4 eV
Net charge: +1
Gap between HOMO and LUMO (spin up / spin down): 12.8 / 7.3 eV
2S+1: 2
LUMO energy (spin up / spin down): -2.79 / -8.09 eV
⟨S²⟩: 0.755

Last column: Mulliken charge in e.
Cartesian coordinates (Å):
C (-0.1477, 0.6160, 1.8373)  -1.18
C (-1.2719, -0.1184, 1.1239)  0.29
C (-2.0693, 0.7603, 0.1750)  -1.26
N (-0.6745, -1.2660, 0.3403)  -0.23
H (0.4373, -0.0756, 2.4493)  0.37
H (0.5173, 1.0915, 1.1108)  0.24
H (-0.5534, 1.3919, 2.4791)  0.42
H (-1.9471, -0.5734, 1.8532)  0.28
H (-1.4379, 1.2021, -0.5951)  0.25
H (-2.5343, 1.5647, 0.7446)  0.38
H (-2.8757, 0.2092, -0.3122)  0.42
H (-0.4518, -2.0549, 0.9414)  0.40
H (-1.2901, -1.5644, -0.4126)  0.35
H (0.3264, -0.9966, -0.1620)  0.18
N (2.8203, -0.1419, -2.4908)  -0.44
C (1.8007, -0.0621, -1.5958)  0.77
O (1.6667, -0.9935, -0.7533)  -0.62
O (1.0076, 0.9250, -1.6610)  -0.22
H (3.0543, 0.7500, -2.9155)  0.29
H (3.6230, -0.6640, -2.1566)  0.28

Most stable: model 3. Least stable: model 2.

Model 1:
Entry from the Open Molecules 2025 dataset: one molecule with the formula C2H3BrF2 (ωB97M-V with the def2-TZVPD basis set).

HOMO energy: -10.9 eV
Gap between HOMO and LUMO: 11.6 eV
LUMO energy: 0.72 eV
SMILES string: CC(F)(F)Br

Last column: Mulliken charge in e.
Cartesian coordinates (Å):
C (-0.0122, 0.9343, 0.3075)  -0.95
C (-0.0227, -0.7339, -0.3434)  0.53
F (1.0887, -1.0203, -0.9787)  -0.17
F (-1.1418, -0.7928, -1.1629)  -0.20
Br (-0.2643, -2.1945, 0.9441)  -0.15
H (1.0712, 1.2702, 0.4818)  0.29
H (-0.1669, 1.6589, -0.4607)  0.33
H (-0.5520, 0.8780, 1.2123)  0.32

Model 2:
Entry from the Open Molecules 2025 dataset: a 2-piece molecular cluster, C2H3BrF2 overall (ωB97M-V with the def2-TZVPD basis set).

HOMO energy (spin up / spin down): -8.5 / -8.7 eV
Gap between HOMO and LUMO (spin up / spin down): 9.0 / 8.8 eV
LUMO energy (spin up / spin down): 0.49 / 0.08 eV

Last column: Mulliken charge in e.
Cartesian coordinates (Å):
C (0.0653, 0.5853, 1.1723)  -0.70
C (-0.1476, -0.4854, -1.1668)  0.15
F (-1.0446, 0.2401, -1.8234)  -0.19
F (1.0560, -0.3971, -1.7163)  -0.19
Br (0.7890, -0.6115, 2.3721)  -0.07
H (0.7240, 1.3612, 0.8207)  0.37
H (-0.9815, 0.8059, 1.2730)  0.38
H (-0.4605, -1.4985, -0.9316)  0.26

Most stable: model 1. Least stable: model 2.

Model 1:
Entry from the Open Molecules 2025 dataset: a 2-piece molecular cluster, C2H11N2O overall (ωB97M-V with the def2-TZVPD basis set).

HOMO energy: -14.3 eV
Net charge: +1
Gap between HOMO and LUMO: 11.2 eV
LUMO energy: -3.03 eV

Last column: Mulliken charge in e.
Cartesian coordinates (Å):
C (1.2281, 0.0008, 1.1301)  -0.48
N (1.5823, -1.3993, 0.8602)  -0.56
C (0.7347, 0.6136, -0.1789)  -0.51
N (-0.2452, -0.3099, -0.8604)  -0.15
H (0.4652, 0.0374, 1.9063)  0.35
H (2.0719, 0.6036, 1.4622)  0.34
H (1.2385, -1.9888, 1.6106)  0.21
H (2.5812, -1.5679, 0.8354)  0.23
H (0.3178, 1.6109, -0.0528)  0.30
H (1.5748, 0.7324, -0.8621)  0.30
H (0.0054, -0.3922, -1.8398)  0.36
H (-1.2248, 0.0397, -0.8061)  0.25
H (-0.1130, -1.1928, -0.3537)  0.40
H (-3.0288, 1.8606, -1.0543)  0.31
H (-3.3707, 0.7497, -0.0802)  0.32
O (-2.7138, 1.0037, -0.7407)  -0.67

Model 2:
Entry from the Open Molecules 2025 dataset: a 2-piece molecular cluster, C2H11N2O overall (ωB97M-V with the def2-TZVPD basis set).

HOMO energy: -14.6 eV
Net charge: +1
Gap between HOMO and LUMO: 11.3 eV
LUMO energy: -3.30 eV

Last column: Mulliken charge in e.
Cartesian coordinates (Å):
C (1.8846, -0.8411, -0.1279)  -0.69
N (0.6086, -1.3279, 0.4572)  -0.30
H (2.6448, -1.0093, 0.6490)  0.34
H (2.3263, -1.2715, -1.0431)  0.34
H (1.8866, 0.2256, -0.3179)  0.26
H (0.2182, -0.7841, 1.2447)  0.39
H (0.3024, -2.2862, 0.4888)  0.36
H (-0.1628, -0.8978, -0.1342)  0.37
N (-1.5973, 0.0901, -0.5696)  -0.68
C (-0.9143, 1.3670, -0.3804)  -0.46
O (-0.0458, 1.4142, 0.7262)  -0.52
H (-2.0929, -0.1124, 0.2954)  0.24
H (-2.3972, 0.1735, -1.2661)  0.28
H (-0.3339, 1.5589, -1.2824)  0.29
H (-1.6973, 2.1356, -0.2306)  0.43
H (-0.6302, 1.5656, 1.4908)  0.35

Model 3:
Entry from the Open Molecules 2025 dataset: a 2-piece molecular cluster, C2H11N2O overall (ωB97M-V with the def2-TZVPD basis set).

HOMO energy: -14.3 eV
Net charge: +1
Gap between HOMO and LUMO: 11.0 eV
LUMO energy: -3.29 eV

Last column: Mulliken charge in e.
Cartesian coordinates (Å):
C (0.3947, -1.5345, 0.1607)  -0.32
N (-0.6263, -2.0777, 1.0522)  -0.59
C (-0.1660, -0.2654, -0.5876)  -0.54
N (-1.1287, 0.3535, 0.4022)  -0.34
H (0.5325, -2.2253, -0.6793)  0.27
H (1.3208, -1.3312, 0.7073)  0.38
H (-1.2756, -2.8065, 0.7632)  0.22
H (-0.1744, -2.4382, 1.8759)  0.21
H (-0.4054, -0.6273, -1.5862)  0.34
H (0.5712, 0.5319, -0.7585)  0.27
H (-1.7283, 1.0835, -0.0108)  0.35
H (-1.7352, -0.4461, 0.7685)  0.41
H (-0.6796, 0.7471, 1.2276)  0.35
H (1.2927, 4.3567, -1.1699)  0.33
H (2.3800, 3.2763, -1.0883)  0.32
O (1.4275, 3.4032, -1.0772)  -0.64

Most stable: model 1. Least stable: model 2.

Model 1:
Entry from the Open Molecules 2025 dataset: a 2-piece molecular cluster, CH3FIP overall (ωB97M-V with the def2-TZVPD basis set).

HOMO energy (spin up / spin down): -8.8 / -8.2 eV
Gap between HOMO and LUMO (spin up / spin down): 8.6 / 7.1 eV
LUMO energy (spin up / spin down): -0.18 / -1.08 eV

Last column: Mulliken charge in e.
Cartesian coordinates (Å):
C (1.8031, -0.0028, -0.4226)  -0.83
F (-1.8255, 0.0267, -0.7263)  -0.23
P (-2.8440, 0.5241, 0.4566)  0.21
I (1.7871, -0.1656, 1.5992)  0.10
H (1.6618, 0.8215, -1.1245)  0.38
H (1.7642, -0.8452, -1.1010)  0.35
H (-2.3467, -0.3586, 1.3186)  0.02

Model 2:
Entry from the Open Molecules 2025 dataset: a 2-piece molecular cluster, CH3FIP overall (ωB97M-V with the def2-TZVPD basis set).

HOMO energy (spin up / spin down): -8.4 / -8.9 eV
Gap between HOMO and LUMO (spin up / spin down): 7.2 / 8.3 eV
LUMO energy (spin up / spin down): -1.20 / -0.52 eV

Last column: Mulliken charge in e.
Cartesian coordinates (Å):
C (1.4075, 0.2291, -0.7622)  -0.83
F (-1.8679, 0.6214, 1.2574)  -0.24
P (-1.5986, -0.7232, 0.3880)  0.21
I (2.4461, 1.1153, 0.8287)  0.10
H (0.8218, -0.6676, -0.6642)  0.40
H (1.8140, 0.6524, -1.6899)  0.30
H (-3.0227, -1.2273, 0.6423)  0.06

Model 3:
Entry from the Open Molecules 2025 dataset: CH3FIP as an isolated structure (ωB97M-V with the def2-TZVPD basis set).

HOMO energy: -9.2 eV
Gap between HOMO and LUMO: 8.3 eV
LUMO energy: -0.88 eV

Last column: Mulliken charge in e.
Cartesian coordinates (Å):
C (-0.6096, 0.4421, -0.3302)  -0.63
F (0.4271, -1.5557, -1.6661)  -0.28
P (-0.9150, -1.2595, -0.7960)  0.20
I (-2.1734, 1.0047, 0.9816)  0.09
H (0.9243, 0.7750, 0.8439)  0.17
H (-0.4242, 1.1830, -1.0940)  0.38
H (-0.4224, -1.8495, 0.3750)  0.07

Most stable: model 3. Least stable: model 1.